Record 1
Here is the molecule C20H26N2O3S from the OMol25 dataset. Energies are from ωB97M-V/def2-TZVPD.

- HOMO energy (eV) = -7.7011
- structure (SMILES) = COc1ccc(CN(C)C(=S)NCCc2ccccc2)c(OC)c1OC

```
! RIJCOSX wB97M-V def2-TZVPD def2/J DEFGRID3
* xyz 0 1
C 1.0091 4.0151 -2.5018
H 1.8578 4.4094 -3.0593
O 1.0884 2.6180 -2.6407
C 0.1656 1.8392 -1.9942
C -0.8990 2.3672 -1.2786
C -1.8457 1.5373 -0.7117
C -1.7273 0.1633 -0.7889
C -0.6120 -0.3845 -1.4386
C 0.3139 0.4428 -2.0921
O 1.2608 -0.1915 -2.8523
C 2.4999 0.4163 -3.1492
H 2.4030 1.1679 -3.9344
H 2.9491 0.8684 -2.2648
H 3.1345 -0.3976 -3.5026
O -0.5454 -1.7567 -1.4095
C 0.6846 -2.4376 -1.5695
H 0.9927 -2.4713 -2.6146
H 1.4739 -1.9825 -0.9664
H 0.4907 -3.4512 -1.2150
C -2.8167 -0.7220 -0.2168
N -2.9395 -0.6430 1.2279
C -2.1673 -1.3767 2.0624
N -1.1624 -2.0981 1.5206
H -0.8938 -1.9000 0.5691
C -0.1937 -2.8026 2.3216
C 0.7838 -1.8641 3.0574
C 1.3522 -0.8183 2.1456
C 0.7265 0.4176 2.0300
C 1.2481 1.4002 1.2097
C 2.4026 1.1587 0.4856
C 3.0212 -0.0770 0.5729
C 2.4965 -1.0593 1.3953
H 2.9920 -2.0178 1.4714
H 3.9222 -0.2746 0.0085
H 2.8245 1.9365 -0.1351
H 0.7575 2.3601 1.1444
H -0.1658 0.6153 2.6057
H 0.2363 -1.3793 3.8662
H 1.5802 -2.4722 3.4888
H -0.7297 -3.3957 3.0680
H 0.3535 -3.4722 1.6545
S -2.4821 -1.4153 3.6935
C -4.0130 0.1363 1.8014
H -4.4582 0.7670 1.0371
H -4.7822 -0.5153 2.2266
H -3.6278 0.7619 2.6085
H -2.6506 -1.7583 -0.5216
H -3.7730 -0.4053 -0.6411
H -2.6890 1.9721 -0.1989
H -1.0207 3.4339 -1.1915
H 0.0830 4.4124 -2.9288
H 1.0909 4.3227 -1.4546
*
```

These are the Löwdin partial charges, in e, on atoms 1 to 6: C -0.075; H 0.097; O -0.110; C -0.205; C -0.030; C -0.029

***

Record 2
Here is a structure of composition C20H26N2O5S from the OMol25 dataset. Energies are from ωB97M-V/def2-TZVPD.

- HOMO energy (eV) = -8.6427

```
! RIJCOSX wB97M-V def2-TZVPD def2/J DEFGRID3
* xyz 0 1
C -0.4134 -3.1547 0.9031
C 0.7941 -2.5074 0.0620
O 0.7070 -1.4174 -0.6448
S 2.2697 -3.3103 0.2509
C 3.2590 -2.2341 -0.7518
C 3.3152 -0.8568 0.2689
C 3.2306 0.2991 -0.5611
O 3.8264 0.4262 -1.9463
N 2.6219 1.5526 -0.3771
C 2.0923 1.6781 1.0069
H 2.6672 1.6120 1.8422
C 0.6329 1.0441 1.0847
O 0.5011 0.1518 2.0887
N -0.0931 1.1858 0.1942
H 0.2174 1.4413 -0.8490
C -1.4798 0.4325 0.2484
C -1.5604 -0.5259 -1.0872
O -2.2981 -1.4143 -1.1283
O -0.9333 0.3291 -2.2669
H -1.1806 -0.2881 -2.8705
H -1.5344 -0.1964 0.9034
C -2.6478 1.6245 0.3293
C -3.8898 0.9942 0.2195
C -4.7246 0.9203 -0.8122
C -5.8963 0.4121 -1.2383
C -6.2779 -0.3645 0.1342
C -5.5817 -0.5673 1.2933
C -4.3242 0.4086 1.2723
H -3.8424 0.2134 2.3155
H -5.9178 -0.9116 2.2593
H -7.3109 -0.7698 0.0855
H -6.5204 0.2154 -2.0242
H -4.2695 1.3987 -1.8600
H -2.4414 2.0689 -0.7061
H -2.4269 2.0424 1.0934
C 1.8310 3.4434 1.1301
H 0.7840 3.4613 0.6401
C 2.7450 3.8564 0.3272
C 2.7345 2.8173 -1.0130
H 1.7708 3.0079 -1.5985
H 3.7348 2.6879 -1.4826
H 3.6062 4.0130 0.7249
H 2.3191 4.7643 -0.2725
H 1.9077 3.4830 2.1236
C 4.5918 -0.6774 0.9063
H 5.6830 -0.7985 0.2625
H 4.8501 0.0415 1.6438
H 4.9100 -1.7620 1.6561
H 2.5724 -0.6204 0.8255
H 4.0662 -2.4608 -0.7331
H 2.7671 -1.8132 -1.6001
H -0.5055 -2.6300 1.7435
H -1.2182 -2.9405 0.1945
H -0.1934 -4.2951 1.0633
*
```

These are the Löwdin partial charges, in e, on atoms 1 to 6: C -0.018; C -0.644; O -0.066; S 1.071; C -0.251; C -0.368

***

Record 3
Here is the ion C20H26N3O3 with charge +1 from the OMol25 dataset. Energies are from ωB97M-V/def2-TZVPD.

- HOMO energy (eV) = -11.2104
- structure (SMILES) = CC(=O)c1ccc(OC[C@H](O)CN2CC[NH+](c3ccccn3)CC2)cc1

```
! RIJCOSX wB97M-V def2-TZVPD def2/J DEFGRID3
* xyz 1 1
C 6.6316 -1.4760 1.6522
C 5.7577 -1.0939 0.4878
O 6.1611 -0.4219 -0.4335
C 4.3517 -1.5848 0.5102
C 3.7168 -2.0701 1.6531
C 2.4018 -2.4775 1.5983
C 1.6919 -2.4296 0.3979
C 2.3193 -1.9609 -0.7502
C 3.6334 -1.5404 -0.6816
H 4.1313 -1.1683 -1.5645
H 1.8098 -1.9256 -1.7011
O 0.3888 -2.8541 0.4762
C -0.4208 -2.8605 -0.6763
C -0.9920 -1.4556 -0.9145
O -1.6650 -1.0351 0.2701
H -1.1568 -1.3581 1.0300
C -1.9869 -1.4362 -2.0927
N -2.6977 -0.2064 -2.3257
C -1.9657 0.9640 -2.7108
C -1.4706 1.8063 -1.5020
N -2.2985 1.4846 -0.3153
H -2.0092 0.5138 0.0301
C -2.0170 2.3725 0.8080
N -1.2637 1.8005 1.7275
C -0.9259 2.5069 2.7927
C -1.3373 3.8205 2.9754
C -2.1288 4.4086 2.0017
C -2.4836 3.6719 0.8771
H -3.0985 4.1033 0.1039
H -2.4689 5.4266 2.1084
H -1.0456 4.3666 3.8570
H -0.3082 1.9956 3.5162
C -3.7174 1.3733 -0.7061
C -3.8780 0.0850 -1.5365
H -4.7403 0.2075 -2.2044
H -4.0799 -0.7576 -0.8753
H -3.9989 2.2537 -1.2868
H -4.3363 1.3296 0.1905
H -1.5622 2.8727 -1.7203
H -0.4288 1.5978 -1.2540
H -2.6264 1.5800 -3.3291
H -1.1159 0.6731 -3.3276
H -2.7300 -2.2193 -1.9339
H -1.4323 -1.6820 -3.0023
H -0.1575 -0.7641 -1.1087
H 0.1126 -3.2275 -1.5571
H -1.2392 -3.5490 -0.4465
H 1.8985 -2.8519 2.4759
H 4.2401 -2.1201 2.5943
H 6.5758 -2.5458 1.8376
H 6.3031 -0.9497 2.5467
H 7.6587 -1.1926 1.4383
*
```

These are the Löwdin partial charges, in e, on atoms 1 to 6: C -0.011; C -0.407; O 0.092; C -0.158; C -0.013; C 0.009

***

Record 4
Here is a structure of composition C20H26NO from the OMol25 dataset. Energies are from ωB97M-V/def2-TZVPD.

- HOMO energy (eV) = -11.7805

```
! RIJCOSX wB97M-V def2-TZVPD def2/J DEFGRID3
* xyz 1 1
C -1.2534 -1.8685 1.9325
C -1.3157 -0.7652 0.8186
C -2.7293 -0.5249 0.3011
C -3.5216 0.5426 0.4951
C -4.8535 0.5335 -0.0812
C -5.5547 -0.4267 -0.5320
C -4.9069 -1.6551 -0.6180
C -3.5391 -1.6460 -0.4536
H -3.0607 -2.5833 -0.5800
H -5.2593 -2.3959 -1.3005
H -6.5730 -0.0352 -0.9156
H -5.5115 1.7337 0.1299
H -3.0718 1.2130 0.9199
H -1.1185 0.2819 1.2919
N -0.5778 -1.0463 -0.4707
H 0.3387 -1.2140 0.1185
H -0.8744 -2.0269 -0.7756
C -0.4864 0.0588 -1.2062
C 0.3594 1.3717 -0.6853
C -0.3119 2.5887 -0.5392
C 0.3385 3.6018 -0.1678
C 1.4830 3.4853 0.7003
C 2.1458 2.2348 0.6553
C 1.4211 1.0985 0.1973
O 1.9153 -0.0844 -0.1858
C 3.2882 -0.5528 0.5902
H 3.2705 -0.3556 1.6147
C 3.3549 -1.9432 0.5686
H 3.8753 -2.4492 1.5401
C 4.0331 -2.4706 -0.6541
H 4.4398 -3.3193 -0.7875
C 5.0230 -1.3600 -0.9559
H 5.4540 -1.1621 -1.8236
H 5.8786 -1.7082 -0.2105
C 4.3145 -0.1438 -0.3023
H 5.0762 0.7757 0.2686
H 3.9472 0.4995 -1.3042
H 3.2851 -2.3288 -1.2818
H 2.3284 -2.5416 0.7356
H 2.9867 2.1059 1.1799
H 2.2140 4.1358 1.1549
H -0.1786 4.6686 0.1236
H -1.3255 2.6574 -1.1231
H 0.0792 -0.3668 -2.1258
H -1.5505 0.4718 -1.6908
H -1.7919 -1.7348 2.6877
H -0.1955 -2.0292 2.2483
H -1.4551 -2.9815 1.4755
*
```

These are the Löwdin partial charges, in e, on atoms 1 to 6: C 0.022; C -0.253; C -0.170; C -0.027; C -0.113; C -0.150

***

Record 5
Here is the molecule C20H26O4 from the OMol25 dataset. Energies are from ωB97M-V/def2-TZVPD.

- HOMO energy (eV) = -9.1814
- structure (SMILES) = C=C1C(=O)[C@@H]2O[C@]23[C@@H]1C[C@]12CC[C@H](C(C)C)[C@@]1(C)[C@H](O)C(=O)[C@]32C

```
! RIJCOSX wB97M-V def2-TZVPD def2/J DEFGRID3
* xyz 0 1
O 4.1746 4.1958 1.7212
O 1.1034 -0.5548 3.0985
O -1.8991 -0.8007 2.5059
O 3.2791 1.4713 0.1132
C 3.1839 3.3948 1.6220
C 0.5991 -0.5120 1.9752
C 1.3112 4.9805 0.9147
C 1.7992 3.7375 1.1934
C -2.3849 -2.9446 -2.5289
C -1.9556 -3.7853 -0.3164
C 2.3418 -1.0862 0.3490
C -2.2757 0.4518 0.1113
C 3.4041 1.9409 1.3947
C -0.8070 -0.9235 1.5894
C -0.7004 -0.6519 -2.2100
C 0.3150 0.4659 -1.8886
C 0.2430 2.1053 -0.1244
C 1.1010 2.4315 1.0533
C -2.1549 -2.4946 -1.0598
C -0.9006 -1.4721 -0.9712
C 2.0730 1.2853 0.9187
C 1.3394 0.0300 0.7101
C -1.0396 -0.3795 0.1244
C 0.1572 0.5337 -0.3017
H -1.5928 -1.0747 3.3819
H 0.3610 4.9931 0.5753
H 1.7281 5.9991 1.0112
H -3.0959 -3.7312 -2.6185
H -1.3904 -3.4991 -2.8488
H -2.5566 -2.1220 -3.2092
H -2.7072 -4.5818 -0.6894
H -0.9342 -4.1190 -0.4089
H -2.1580 -3.6169 0.7934
H 3.2704 -1.0871 0.8462
H 1.9867 -2.1400 0.5317
H 2.5125 -1.0275 -0.7317
H -2.3458 1.0243 -0.7962
H -3.1816 -0.0992 0.1124
H -2.2349 1.1426 0.9873
H 4.0074 1.4272 2.2944
H -0.7384 -2.0099 1.4994
H -1.5733 -0.1601 -2.4415
H -0.4367 -1.2677 -3.0441
H 1.3147 0.0659 -2.1863
H 0.0643 1.2980 -2.4606
H -0.7706 2.5483 0.0601
H 0.6116 2.6157 -0.9670
H 0.5563 2.1955 1.9225
H -3.0664 -2.1627 -0.7072
H 0.0624 -2.0303 -0.9006
*
```

These are the Löwdin partial charges, in e, on atoms 1 to 6: O 0.067; O 0.118; O 0.000; O 0.079; C -0.233; C -0.229

***

Record 6
Here is a structure of composition C20H27BrIN4O2PS3W from the OMol25 dataset. Energies are from ωB97M-V/def2-TZVPD.

- HOMO energy (alpha / beta) (eV) = -16.9600 / -17.0140

```
! RIJCOSX wB97M-V def2-TZVPD def2/J DEFGRID3
* xyz 3 2
W -0.1521 0.4615 0.1067
C 3.1596 -4.1430 3.1221
C 2.7834 -2.6787 3.2994
N 1.3286 -2.4922 3.2167
C 0.6541 -1.7397 2.3794
S 1.5385 -0.7804 1.1525
N -0.6445 -1.6797 2.3873
N -1.2206 -0.8497 1.5169
C -2.5360 -0.8254 1.5137
C -3.3694 -1.7345 2.3359
C -3.1157 0.1684 0.6375
C -4.4826 0.3573 0.4928
C -4.9466 1.3200 -0.3864
C -4.0266 2.0589 -1.1251
C -2.6837 1.8250 -0.9407
N -2.2200 0.9186 -0.0557
H 4.2357 -4.2566 3.2421
H 2.8839 -4.5048 2.1312
H 2.6751 -4.7672 3.8733
H 3.2672 -2.0626 2.5437
H 3.1152 -2.3241 4.2759
H 0.7826 -3.0515 3.8621
H -2.7485 -2.4564 2.8512
H -4.0889 -2.2577 1.7025
H -3.9391 -1.1716 3.0805
H -5.1736 -0.2495 1.0607
H -6.0086 1.4891 -0.5073
H -4.3528 2.8049 -1.8360
H -1.9467 2.3698 -1.5137
C 0.1234 -0.7329 -5.8381
C 1.2067 -0.0519 -5.0394
O 1.5790 -0.8881 -3.8775
P 1.2487 -0.8370 -2.3831
S 1.8098 0.8595 -1.3664
S -0.7695 -0.8969 -1.8437
O 1.9778 -2.0520 -1.7451
C 2.1424 -3.3621 -2.4319
C 0.8215 -4.0174 -2.7549
H 0.0137 -0.2028 -6.7840
H -0.8366 -0.7191 -5.3213
H 0.4004 -1.7628 -6.0600
H 0.9043 0.9323 -4.6837
H 2.1303 0.0310 -5.6046
H 2.7188 -3.9428 -1.7185
H 2.7450 -3.1947 -3.3211
H 0.2254 -4.1833 -1.8576
H 1.0153 -4.9846 -3.2182
H 0.2437 -3.4248 -3.4679
Br 0.2756 3.6802 -0.5788
C 0.7166 4.6795 0.9934
C 1.2264 5.9564 0.8478
C 1.5106 6.7020 1.9842
C 1.2961 6.1728 3.2473
C 0.8014 4.8830 3.3960
C 0.5158 4.1582 2.2586
I -0.2709 2.1671 2.5086
H 1.3998 6.3605 -0.1406
H 1.8993 7.7043 1.8690
H 1.5149 6.7554 4.1316
H 0.6462 4.4627 4.3811
*
```

These are the Löwdin partial charges, in e, on atoms 1 to 6: W 0.751; C -0.057; C -0.223; N 0.045; C -0.633; S 0.706

***

Short version: energy = -41119.083; -45195.584; -31768.377; -24680.524; -29346.465; -152973.735 eV, in the order given.
Short version: energy relative to the best compared isomer or geometry (same formula, charge and spin) = 2.283; 21.077; 0.371; 13.519; 4.653; 0.578 eV, in the order given.